1.
Entry from the Open Molecules 2025 dataset: a molecular structure, C4H10F30K4O2P5 at a distorted geometry (the ωB97M-V functional and the def2-TZVPD basis).

Cartesian coordinates (Å):
K (-1.337, 4.607, -2.029)
K (-0.191, 1.779, 2.543)
K (-0.477, -2.747, -1.417)
K (-0.667, 0.626, -5.049)
P (3.982, 3.179, 1.533)
F (3.136, 4.274, 2.387)
F (4.660, 2.650, 2.867)
F (2.759, 2.091, 1.768)
F (4.822, 2.120, 0.649)
F (3.289, 3.738, 0.197)
F (5.197, 4.311, 1.376)
P (-0.317, 1.087, -1.208)
F (0.676, 1.889, -0.280)
F (-0.972, 0.287, 0.041)
F (-1.423, 2.254, -0.754)
F (-1.351, 0.311, -2.217)
F (0.044, 1.947, -2.565)
F (0.774, -0.062, -1.474)
P (-0.311, 5.404, 1.487)
F (-0.502, 4.499, 2.826)
F (0.798, 6.216, 2.241)
F (0.800, 4.403, 0.865)
F (-0.217, 6.229, 0.074)
F (-1.434, 4.500, 0.643)
F (-1.509, 6.432, 1.897)
P (-0.776, -3.174, -4.825)
F (-1.621, -1.961, -4.083)
F (0.481, -2.572, -3.996)
F (-1.128, -4.184, -3.601)
F (0.275, -4.204, -5.493)
F (-2.016, -3.686, -5.751)
F (-0.506, -2.166, -6.065)
P (4.501, -1.087, -2.020)
F (5.517, 0.138, -2.078)
F (5.286, -1.788, -0.756)
F (3.526, -0.331, -0.993)
F (3.480, -2.359, -1.991)
F (3.713, -0.504, -3.312)
F (5.495, -1.935, -3.041)
C (-2.685, -2.620, 4.963)
O (-3.248, -3.227, 3.820)
C (-2.260, -3.335, 2.801)
C (-2.873, -3.602, 1.427)
O (-2.763, -2.480, 0.568)
C (-3.652, -1.447, 0.923)
H (-1.754, -3.038, 5.348)
H (-3.463, -2.588, 5.725)
H (-2.499, -1.556, 4.748)
H (-1.602, -4.169, 3.067)
H (-1.670, -2.416, 2.721)
H (-3.920, -3.895, 1.571)
H (-2.358, -4.421, 0.924)
H (-3.515, -1.138, 1.962)
H (-4.694, -1.718, 0.729)
H (-3.503, -0.559, 0.309)

Summary:
max |F| = 2.189 eV Å⁻¹
orbital gap = 7.9 eV
E_HOMO = -7.94 eV
LUMO energy = -0.060 eV
total energy = -201711.9036 eV
2S+1 = 1
net charge = -1

---

2.
Entry from the Open Molecules 2025 dataset: a molecular structure, C4H10F4Li3N3O13S4 at a distorted geometry (the ωB97M-V functional and the def2-TZVPD basis).

Cartesian coordinates (Å):
Li (-1.243, -0.325, -3.214)
Li (-2.638, -2.038, 1.185)
Li (-0.674, -0.858, -0.721)
N (-1.855, 0.391, -1.515)
S (-3.519, 0.264, -1.083)
O (-4.508, 1.116, -1.660)
O (-3.701, -0.186, 0.297)
F (-3.697, -1.052, -1.967)
S (-1.754, 1.974, -1.429)
O (-1.831, 2.537, -0.110)
O (-2.272, 2.678, -2.583)
F (-0.196, 2.004, -1.765)
N (-1.018, -2.603, 0.315)
S (-1.146, -3.966, -0.642)
O (-1.954, -5.003, -0.074)
O (-0.023, -4.349, -1.444)
F (-2.149, -3.239, -1.671)
S (0.269, -3.108, 1.142)
O (1.528, -2.833, 0.547)
O (0.133, -4.286, 1.919)
F (0.052, -1.894, 2.210)
N (1.337, -2.021, -2.955)
O (0.226, -1.536, -2.508)
O (2.300, -2.097, -2.186)
O (1.401, -2.399, -4.119)
C (2.254, 4.065, 2.961)
O (1.459, 2.908, 2.905)
C (1.047, 2.569, 1.591)
C (0.777, 1.065, 1.566)
O (0.863, 0.488, 0.265)
C (2.231, 0.301, -0.068)
H (1.774, 4.862, 2.378)
H (3.262, 4.019, 2.528)
H (2.365, 4.328, 4.010)
H (1.801, 2.862, 0.856)
H (0.136, 3.116, 1.340)
H (-0.255, 0.965, 1.922)
H (1.315, 0.458, 2.296)
H (2.796, 1.239, -0.010)
H (2.343, -0.029, -1.096)
H (2.763, -0.388, 0.591)

Summary:
max |F| = 6.472 eV Å⁻¹
orbital gap = 8.4 eV
E_HOMO = -9.61 eV
LUMO energy = -1.244 eV
total energy = -90221.2992 eV
2S+1 = 1

---

3.
Entry from the Open Molecules 2025 dataset: a gas-phase ion, C4H10FN2 (charge +1) at a distorted geometry (the ωB97M-V functional and the def2-TZVPD basis).

Cartesian coordinates (Å):
N (0.220, 1.891, 0.046)
C (-0.155, 0.667, -0.657)
C (-1.236, -0.143, 0.179)
C (-0.601, -1.549, 0.508)
N (0.569, -1.629, -0.282)
C (1.096, -0.321, -0.585)
F (1.833, 0.184, 0.561)
H (-0.584, 2.458, 0.147)
H (0.898, 2.384, -0.482)
H (0.652, 1.685, 0.997)
H (-0.522, 0.951, -1.619)
H (-2.102, -0.307, -0.307)
H (-1.315, 0.390, 1.147)
H (-0.367, -1.858, 1.562)
H (-1.286, -2.208, 0.153)
H (1.159, -2.337, 0.016)
H (1.742, -0.258, -1.386)

Summary:
max |F| = 5.404 eV Å⁻¹
orbital gap = 10.0 eV
E_HOMO = -13.58 eV
LUMO energy = -3.540 eV
total energy = -10000.5131 eV
2S+1 = 1
net charge = +1

---

4.
Entry from the Open Molecules 2025 dataset: C4H10FNS in the gas phase at a distorted geometry (the ωB97M-V functional and the def2-TZVPD basis).

Cartesian coordinates (Å):
C (-0.522, -1.172, -1.384)
N (0.695, -0.987, -0.625)
C (0.776, 0.162, 0.286)
C (0.387, 1.477, -0.342)
F (-1.010, 1.576, -0.461)
C (0.157, -0.145, 1.663)
S (-1.555, -0.764, 1.641)
H (-1.364, -1.521, -0.816)
H (-0.290, -1.885, -2.159)
H (-0.822, -0.279, -1.924)
H (1.432, -0.826, -1.308)
H (1.883, 0.336, 0.533)
H (0.696, 2.349, 0.206)
H (0.812, 1.533, -1.368)
H (0.675, -0.991, 2.128)
H (0.253, 0.721, 2.358)
H (-2.201, 0.416, 1.573)

Summary:
max |F| = 1.632 eV Å⁻¹
orbital gap = 9.5 eV
E_HOMO = -8.69 eV
LUMO energy = 0.796 eV
total energy = -19352.2356 eV
2S+1 = 1

---

5.
Entry from the Open Molecules 2025 dataset: a molecular structure, C4H10GdIN2 at a distorted geometry (the ωB97M-V functional and the def2-TZVPD basis).

Cartesian coordinates (Å):
N (-1.360, -1.145, 1.561)
C (-0.608, -1.363, 0.257)
N (0.750, -1.145, 0.568)
C (1.507, -0.311, -0.324)
C (1.151, 1.190, -0.104)
C (0.120, 1.752, -1.082)
I (1.012, 2.719, -2.753)
H (-1.072, -0.270, 2.006)
H (-2.342, -0.961, 1.306)
H (-0.722, -2.435, 0.001)
H (-1.036, -0.749, -0.543)
H (2.560, -0.473, -0.098)
H (1.338, -0.560, -1.382)
H (2.095, 1.728, -0.209)
H (0.839, 1.359, 0.933)
H (-0.540, 2.482, -0.618)
H (-0.503, 0.978, -1.535)
Gd (-3.188, -2.792, 2.013)

Summary:
max |F| = 2.003 eV Å⁻¹
expectation value of S² = 16.765
orbital gap (spin up / spin down) = 3.0 / 4.4 eV
E_HOMO (spin up / spin down) = -13.96 / -13.96 eV
LUMO energy (spin up / spin down) = -10.974 / -9.571 eV
total energy = -36204.1375 eV
2S+1 = 8
net charge = +2

---

6.
Entry from the Open Molecules 2025 dataset: 2 unconnected molecules or ions with the total composition C4H10INO2 at a distorted geometry (the ωB97M-V functional and the def2-TZVPD basis).

Cartesian coordinates (Å):
C (0.248, 0.433, -1.389)
C (0.439, 0.448, -0.118)
N (0.615, -0.663, 0.658)
O (1.079, -1.884, -0.018)
C (0.153, -2.832, 0.275)
O (0.629, 1.387, 0.851)
C (0.264, 2.741, 0.655)
H (-0.051, 1.293, -1.930)
H (0.308, -0.525, -1.892)
H (1.156, -0.455, 1.511)
H (0.638, -3.887, 0.208)
H (-0.660, -2.781, -0.468)
H (-0.347, -2.734, 1.364)
H (-0.541, 3.252, 1.053)
H (0.216, 2.804, -0.442)
H (1.264, 3.217, 0.992)
I (-3.124, -0.573, -0.489)
H (-2.288, 0.759, -0.823)

Summary:
max |F| = 5.825 eV Å⁻¹
orbital gap = 9.0 eV
E_HOMO = -8.49 eV
LUMO energy = 0.550 eV
total energy = -17991.3684 eV
2S+1 = 1

---

7.
Entry from the Open Molecules 2025 dataset: 2 unconnected molecules or ions with the total composition C4H10INO2 at a distorted geometry (the ωB97M-V functional and the def2-TZVPD basis).

Cartesian coordinates (Å):
C (1.443, 1.797, 0.599)
C (0.927, -1.681, -1.692)
C (-2.326, 0.053, 0.137)
C (-0.323, -1.155, 0.297)
N (0.195, 1.449, 1.151)
O (0.774, -1.675, -0.186)
O (-1.299, -0.745, -0.504)
I (0.034, 1.150, 3.102)
H (1.829, 2.677, 0.976)
H (2.321, 1.190, 0.741)
H (1.150, 1.922, -0.552)
H (1.485, -0.694, -1.990)
H (-0.013, -1.734, -2.272)
H (1.761, -2.434, -1.776)
H (-1.854, 1.119, 0.385)
H (-2.732, -0.615, 0.912)
H (-2.986, 0.369, -0.726)
H (-0.385, -0.994, 1.398)

Summary:
max |F| = 3.199 eV Å⁻¹
orbital gap (spin up / spin down) = 6.2 / 6.2 eV
E_HOMO (spin up / spin down) = -6.27 / -6.26 eV
LUMO energy (spin up / spin down) = -0.049 / -0.052 eV
total energy = -17990.1194 eV
2S+1 = 1

---

8.
Entry from the Open Molecules 2025 dataset: a molecular structure, C4H10INO4S at a distorted geometry (the ωB97M-V functional and the def2-TZVPD basis).

Cartesian coordinates (Å):
C (1.437, -0.925, -0.672)
C (-1.129, -0.876, -1.471)
C (-0.521, 2.009, 2.720)
C (-0.066, -0.910, -0.390)
N (-0.331, 0.647, 0.307)
O (0.762, -0.221, 2.321)
O (1.841, 1.759, 1.235)
O (-0.691, -0.044, -2.456)
O (-0.337, -1.816, 0.599)
S (0.625, 1.038, 1.625)
I (-2.387, 1.195, 2.597)
H (1.793, -0.268, -1.494)
H (1.853, -1.923, -0.721)
H (2.001, -0.685, 0.225)
H (-1.923, -0.389, -0.856)
H (-1.313, -1.829, -1.899)
H (0.100, 1.969, 3.599)
H (-0.678, 3.070, 2.369)
H (-0.135, 1.324, -0.436)
H (0.151, -0.347, -2.855)
H (0.178, -1.427, 1.417)

Summary:
max |F| = 2.976 eV Å⁻¹
orbital gap = 9.7 eV
E_HOMO = -9.46 eV
LUMO energy = 0.241 eV
total energy = -32923.8443 eV
2S+1 = 1

---

9.
Entry from the Open Molecules 2025 dataset: a gas-phase ion, C4H10N (charge +1) at a distorted geometry (the ωB97M-V functional and the def2-TZVPD basis).

Cartesian coordinates (Å):
C (1.685, -1.038, 1.538)
N (0.907, -0.054, 1.353)
C (-0.392, -0.119, 0.633)
C (-0.263, -0.050, -0.888)
C (-1.271, 0.932, -1.499)
H (1.705, -1.961, 0.959)
H (2.624, -0.929, 2.070)
H (1.171, 0.799, 1.819)
H (-0.896, -1.000, 1.023)
H (-0.931, 0.768, 0.926)
H (0.709, 0.254, -1.229)
H (-0.349, -1.008, -1.400)
H (-1.481, 0.523, -2.494)
H (-0.941, 1.938, -1.738)
H (-2.275, 0.944, -1.073)

Summary:
max |F| = 2.114 eV Å⁻¹
orbital gap = 10.3 eV
E_HOMO = -15.72 eV
LUMO energy = -5.408 eV
total energy = -5792.3528 eV
2S+1 = 1
net charge = +1

---

10.
Entry from the Open Molecules 2025 dataset: 2 unconnected molecules or ions with the total composition C4H10N2 at a distorted geometry (the ωB97M-V functional and the def2-TZVPD basis).

Cartesian coordinates (Å):
C (-0.359, -3.424, -1.088)
C (0.608, -4.282, -0.778)
N (1.510, -3.928, 0.241)
H (-0.647, -2.612, -0.441)
H (-1.011, -3.341, -1.945)
H (0.904, -5.062, -1.456)
H (1.401, -3.132, 0.826)
H (2.129, -4.719, 0.677)
C (0.126, 3.863, -0.385)
C (-1.192, 3.627, 1.521)
N (-1.026, 4.263, 0.440)
H (0.700, 4.638, -0.859)
H (-0.365, 3.305, -1.284)
H (0.986, 3.208, -0.005)
H (-2.021, 3.795, 2.177)
H (-0.564, 2.881, 1.923)

Summary:
max |F| = 4.569 eV Å⁻¹
expectation value of S² = 0.751
orbital gap (spin up / spin down) = 2.2 / 8.8 eV
E_HOMO (spin up / spin down) = 1.34 / -5.31 eV
LUMO energy (spin up / spin down) = 3.503 / 3.458 eV
total energy = -7286.5240 eV
2S+1 = 2
net charge = -1

---

11.
Entry from the Open Molecules 2025 dataset: 2 unconnected molecules or ions with the total composition C4H10N2 (the ωB97M-V functional and the def2-TZVPD basis).

Cartesian coordinates (Å):
C (-4.330, 0.442, -2.206)
C (-5.337, 1.277, -1.976)
N (-6.689, 0.925, -1.916)
H (-4.419, -0.640, -2.311)
H (-3.327, 0.836, -2.344)
H (-5.136, 2.335, -1.901)
H (-6.836, -0.069, -1.798)
H (-7.197, 1.414, -1.184)
C (4.644, -1.214, 2.929)
N (5.764, -1.358, 2.378)
C (6.080, -0.555, 1.203)
H (4.476, -1.816, 3.822)
H (3.811, -0.570, 2.621)
H (6.062, 0.511, 1.425)
H (5.359, -0.702, 0.396)
H (7.075, -0.817, 0.864)

Summary:
max |F| = 0.694 eV Å⁻¹
orbital gap = 9.7 eV
E_HOMO = -8.53 eV
LUMO energy = 1.218 eV
total energy = -7288.5858 eV
2S+1 = 1

---

12.
Entry from the Open Molecules 2025 dataset: C4H10N2 in the gas phase at a distorted geometry (the ωB97M-V functional and the def2-TZVPD basis).

Cartesian coordinates (Å):
C (-0.638, 0.184, -0.231)
C (-1.418, -1.124, -0.027)
C (-0.706, 1.074, 0.975)
C (0.855, -0.133, -0.370)
N (1.586, 0.502, -1.293)
N (1.449, -0.598, 0.732)
H (-0.949, 0.626, -1.195)
H (1.091, 1.033, -1.997)
H (2.583, 0.377, -1.374)
H (2.457, -0.648, 0.744)
H (-2.486, -0.904, -0.075)
H (-1.152, -1.905, -0.745)
H (-1.231, -1.540, 0.966)
H (-0.604, 2.129, 0.734)
H (-1.586, 0.919, 1.595)
H (0.749, 0.010, 1.561)

Summary:
max |F| = 3.061 eV Å⁻¹
orbital gap = 6.8 eV
E_HOMO = -6.33 eV
LUMO energy = 0.511 eV
total energy = -7287.2748 eV
2S+1 = 1